{"formula": "C2HLuO3", "method": "the ωB97M-V functional and the def2-TZVPD basis", "fmax_ha_per_bohr": 0.08587, "total_charge": 1, "e_homo_ev": [-12.67, -12.67], "s2": 0.75, "spin_multiplicity": 2, "orbital_gap_ev": [6.9, 5.6], "elements": ["C", "O", "C", "O", "O", "Lu", "H"], "xyz": [[1.5864, 0.5899, 0.1657], [0.6363, -0.1881, -0.2481], [-0.8633, 0.1842, 0.0899], [-0.9783, 1.2491, 0.6224], [-1.4731, -0.8863, -0.0245], [-0.1101, -2.5838, -0.6468], [1.2020, 1.6349, 0.0414]], "forces_ev_per_a": [[1.23, 0.48, -0.87], [-0.64, -1.73, -0.20], [0.91, 3.61, 2.37], [-0.46, -1.77, -1.60], [-0.22, -3.10, -1.26], [-0.67, 2.84, 0.87], [-0.14, -0.34, 0.69]], "mulliken_charge": [-0.179, -0.209, 0.899, -0.409, -0.605, 1.311, 0.193]}



{"formula": "C2H9NS", "method": "the ωB97M-V functional and the def2-TZVPD basis", "fmax_ha_per_bohr": 0.04752, "total_charge": 0, "smiles": "CNC.S", "e_homo_ev": -8.15, "e_above_lowest_kj_mol": 150.0, "orbital_gap_ev": 8.9, "elements": ["C", "N", "C", "H", "H", "H", "H", "H", "H", "H", "S", "H", "H"], "xyz": [[-1.2891, -0.5708, -1.4622], [-0.3304, 0.2560, -2.2746], [0.7849, 0.8128, -1.5864], [-1.9002, -1.3587, -1.9368], [-2.1011, -0.0664, -0.9853], [-0.7264, -1.1276, -0.7290], [-0.4786, 0.4286, -3.2711], [1.7266, 0.2982, -1.5332], [1.1339, 1.7028, -2.0443], [0.3734, 1.0261, -0.6380], [0.8039, -0.0956, 5.8790], [0.3764, -0.1887, 4.5564], [1.6267, -1.1166, 6.0254]], "forces_ev_per_a": [[0.74, -0.29, -1.35], [-1.73, -1.61, -0.62], [-0.48, 0.12, -0.59], [0.88, 0.22, -0.94], [-0.17, 1.30, 0.70], [0.26, 0.02, 0.43], [0.04, -0.32, 1.01], [0.29, -1.41, 0.30], [-0.25, 1.40, -0.47], [0.40, 0.57, 1.52], [-0.99, 1.03, -0.55], [0.79, -0.46, 1.17], [0.20, -0.57, -0.62]], "mulliken_charge": [-0.890, -0.208, -0.889, 0.308, 0.300, 0.298, 0.197, 0.244, 0.327, 0.313, -0.301, 0.158, 0.143]}



{"formula": "C2H5NO", "method": "the ωB97M-V functional and the def2-TZVPD basis", "fmax_ha_per_bohr": 0.11065, "total_charge": 0, "e_homo_ev": -8.99, "e_above_lowest_kj_mol": 456.8, "orbital_gap_ev": 9.8, "elements": ["C", "C", "N", "O", "H", "H", "H", "H", "H"], "xyz": [[0.2659, -1.1792, 0.3090], [0.0930, 1.1430, 0.0509], [-0.1622, -0.2083, -0.4257], [-0.7767, -0.2964, -1.4878], [-0.3259, -2.3993, -0.0529], [0.5012, -1.0147, 1.3835], [0.1565, 1.6816, -0.9237], [-0.7998, 1.3290, 0.6459], [1.0479, 0.9443, 0.5009]], "forces_ev_per_a": [[-2.70, -5.01, 0.11], [-0.01, -0.53, -1.59], [0.12, -0.77, 0.53], [-0.77, -0.36, -1.45], [2.37, 4.19, 1.19], [0.17, -0.04, -1.21], [-0.02, 0.25, 1.26], [0.54, 0.85, 0.24], [0.31, 1.41, 0.92]], "mulliken_charge": [-0.424, -0.829, 0.482, -0.644, 0.225, 0.243, 0.300, 0.304, 0.343]}



{"formula": "C75H61NO39", "method": "the ωB97M-V functional and the def2-TZVPD basis", "fmax_ha_per_bohr": 0.04220, "total_charge": 0, "smiles": "C=CCC1=CC(=O)c2c(ccc(CCCCN(C)C(C)=O)c2C)C1=O.O=C1C=C(O)C(=O)C=C1O.O=C1C=C(O)C(=O)C=C1O.O=C1C=C(O)C(=O)C=C1O.O=C1C=C(O)C(=O)C=C1O.O=C1C=C(O)C(=O)C=C1O.O=C1C=C(O)C(=O)C=C1O.O=C1C=C(O)C(=O)C=C1O.O=C1C=C(O)C(=O)C=C1O.O=C1C=C(O)C(=O)C=C1O", "e_homo_ev": -8.92, "orbital_gap_ev": 7.1, "elements": ["C", "C", "C", "C", "C", "C", "O", "C", "C", "C", "C", "C", "C", "C", "C", "C", "N", "C", "C", "C", "O", "C", "C", "C", "O", "H", "H", "H", "H", "H", "H", "H", "H", "H", "H", "H", "H", "H", "H", "H", "H", "H", "H", "H", "H", "H", "H", "H", "H", "H", "O", "C", "C", "C", "O", "C", "O", "C", "C", "O", "H", "H", "H", "H", "O", "C", "C", "C", "O", "C", "O", "C", "C", "O", "H", "H", "H", "H", "O", "C", "C", "C", "O", "C", "O", "C", "C", "O", "H", "H", "H", "H", "O", "C", "C", "C", "O", "C", "O", "C", "C", "O", "H", "H", "H", "H", "O", "C", "C", "C", "O", "C", "O", "C", "C", "O", "H", "H", "H", "H", "O", "C", "C", "C", "O", "C", "O", "C", "C", "O", "H", "H", "H", "H", "O", "C", "C", "C", "O", "C", "O", "C", "C", "O", "H", "H", "H", "H", "O", "C", "C", "C", "O", "C", "O", "C", "C", "O", "H", "H", "H", "H", "O", "C", "C", "C", "O", "C", "O", "C", "C", "O", "H", "H", "H", "H"], "xyz": [[7.6462, -2.6700, 3.6925], [6.6247, -1.8826, 3.3157], [6.6089, -1.0993, 2.0151], [5.6224, 0.0640, 2.1122], [5.6087, 0.8377, 3.1886], [4.6077, 1.9595, 3.2984], [4.9049, 2.9629, 3.9172], [3.2803, 1.6990, 2.6355], [3.3068, 0.8998, 1.4990], [2.1903, 0.5675, 0.7923], [0.9804, 1.0392, 1.2514], [0.9295, 1.8118, 2.3842], [-0.4360, 2.2722, 2.8728], [-1.0574, 1.3623, 3.9848], [-0.4590, -0.0404, 4.1261], [-0.8828, -1.0129, 3.0020], [0.2214, -1.9336, 2.6506], [0.4321, -2.9260, 3.7496], [-0.1334, -2.7141, 1.5030], [0.9804, -3.1034, 0.5393], [-1.2615, -3.1074, 1.2750], [2.0676, 2.1867, 3.0997], [2.0116, 3.0713, 4.3209], [4.6291, 0.3432, 1.0236], [4.8598, 0.1195, -0.1492], [8.6819, -2.3269, 3.6914], [7.4884, -3.7041, 3.9981], [5.7329, -1.8006, 3.9446], [7.6051, -0.6531, 1.8890], [6.3504, -1.7616, 1.1896], [6.2734, 0.6866, 4.0356], [2.2208, -0.0452, -0.1006], [0.0509, 0.7892, 0.7527], [-0.3675, 3.2788, 3.2898], [-1.1091, 2.3548, 2.0134], [-2.1335, 1.2733, 3.7940], [-0.9342, 1.8781, 4.9417], [-0.8910, -0.4633, 5.0429], [0.6224, -0.0473, 4.2928], [-1.6968, -1.6381, 3.3953], [-1.2083, -0.4952, 2.0988], [0.0640, -2.5478, 4.7048], [-0.0510, -3.8832, 3.5172], [1.5116, -3.1071, 3.8206], [1.7977, -3.5897, 1.0853], [0.6178, -3.8354, -0.1804], [1.3527, -2.1937, 0.0647], [1.1570, 3.7433, 4.2892], [1.9616, 2.5043, 5.2547], [2.8842, 3.7218, 4.3611], [4.9897, -1.2101, -3.7127], [4.7578, -0.0636, -4.0557], [4.3149, 0.9766, -3.1433], [4.0663, 2.2104, -3.6032], [3.6601, 3.1963, -2.8059], [4.2289, 2.5571, -5.0546], [3.9716, 3.6874, -5.4299], [4.6931, 1.5185, -5.9624], [4.9459, 0.2876, -5.5007], [5.3741, -0.6975, -6.2875], [4.1993, 0.7115, -2.1005], [3.5478, 3.9778, -3.3787], [4.8204, 1.7839, -7.0024], [5.4751, -1.4786, -5.7078], [0.0689, 3.7840, -3.5572], [-0.1915, 3.0798, -4.5153], [0.6831, 2.9500, -5.6696], [0.3339, 2.1723, -6.6994], [1.1181, 2.0298, -7.7730], [-0.9580, 1.4167, -6.7043], [-1.2421, 0.7345, -7.6725], [-1.8231, 1.5262, -5.5387], [-1.4704, 2.3024, -4.5086], [-2.2282, 2.4339, -3.4198], [1.6115, 3.5037, -5.6523], [0.6469, 1.4164, -8.3687], [-2.7446, 0.9612, -5.5478], [-1.7460, 3.0490, -2.8356], [0.7722, -4.3052, -11.3612], [0.0098, -4.0636, -10.4430], [-0.8589, -5.0643, -9.8418], [-1.6873, -4.7284, -8.8426], [-2.4924, -5.6175, -8.2650], [-1.7503, -3.3210, -8.3160], [-2.5304, -3.0654, -7.4203], [-0.8624, -2.3268, -8.9045], [-0.0351, -2.6679, -9.8981], [0.7978, -1.7923, -10.4656], [-0.8038, -6.0709, -10.2317], [-2.9949, -5.1403, -7.5740], [-0.9046, -1.3229, -8.5054], [1.2782, -2.2918, -11.1525], [-4.5492, 7.0923, 6.5515], [-3.5449, 6.4033, 6.4945], [-2.2081, 6.9449, 6.6646], [-1.1403, 6.1414, 6.5745], [0.1014, 6.5908, 6.7246], [-1.2795, 4.6733, 6.2952], [-0.2637, 4.0037, 6.2071], [-2.6143, 4.1268, 6.1479], [-3.6898, 4.9272, 6.2412], [-4.9190, 4.4587, 6.1142], [-2.1194, 8.0038, 6.8629], [0.6822, 5.8140, 6.6112], [-2.7020, 3.0657, 5.9639], [-5.5187, 5.2164, 6.2215], [0.0217, -2.5415, 6.8038], [0.6797, -3.1703, 7.6138], [1.8628, -3.9360, 7.2561], [2.5305, -4.6180, 8.1958], [3.6182, -5.3306, 7.9190], [2.0891, -4.6212, 9.6308], [2.7272, -5.2747, 10.4327], [0.9177, -3.8352, 9.9913], [0.2532, -3.1514, 9.0520], [-0.8219, -2.4169, 9.3324], [2.1698, -3.9280, 6.2197], [3.9030, -5.7224, 8.7667], [0.6188, -3.8309, 11.0299], [-1.1105, -2.0316, 8.4839], [5.1743, -3.8735, -3.9302], [4.9969, -4.7365, -3.0963], [5.6041, -6.0598, -3.1611], [5.3423, -6.9649, -2.2108], [5.8727, -8.1875, -2.2243], [4.4269, -6.6600, -1.0618], [4.2157, -7.5335, -0.2403], [3.8408, -5.3314, -0.9829], [4.1047, -4.4206, -1.9310], [3.6001, -3.1908, -1.8993], [6.2588, -6.2694, -3.9952], [5.5216, -8.6370, -1.4324], [3.1992, -5.1191, -0.1404], [3.9522, -2.7270, -2.6901], [-6.0695, 5.0541, 8.1834], [-6.8455, 5.3459, 9.0801], [-7.7507, 4.3763, 9.6745], [-8.5925, 4.7471, 10.6478], [-9.4356, 3.8945, 11.2220], [-8.6378, 6.1580, 11.1553], [-9.4380, 6.4339, 12.0289], [-7.7183, 7.1243, 10.5779], [-6.8722, 6.7568, 9.6048], [-6.0216, 7.6184, 9.0559], [-7.7107, 3.3627, 9.3011], [-9.9269, 4.4140, 11.8870], [-7.7499, 8.1337, 10.9627], [-5.5228, 7.1329, 8.3687], [-1.8743, 4.4148, -7.2474], [-1.7853, 4.8890, -8.3672], [-0.8968, 4.3687, -9.3930], [-0.8433, 4.9549, -10.5960], [-0.0479, 4.5139, -11.5663], [-1.6817, 6.1546, -10.9273], [-1.5739, 6.6519, -12.0314], [-2.5881, 6.6613, -9.9074], [-2.6433, 6.0727, -8.7066], [-3.4575, 6.4982, -7.7422], [-0.2951, 3.5078, -9.1449], [-0.1977, 5.1098, -12.3248], [-3.1999, 7.5151, -10.1616], [-3.3021, 5.9065, -6.9821], [-4.2052, -5.0145, -5.8194], [-4.7023, -5.5989, -4.8738], [-5.5751, -6.7526, -5.0118], [-6.0962, -7.3317, -3.9224], [-6.8982, -8.3903, -3.9940], [-5.8066, -6.8186, -2.5408], [-6.3257, -7.3785, -1.5945], [-4.9137, -5.6772, -2.4043], [-4.3910, -5.1011, -3.4940], [-3.5687, -4.0567, -3.4246], [-5.7774, -7.1112, -6.0113], [-7.1335, -8.6078, -3.0717], [-4.6983, -5.3263, -1.4048], [-3.3392, -3.8330, -4.3475]], "forces_ev_per_a": [[0.24, -0.01, 0.09], [-0.04, -0.10, -0.25], [0.13, 1.74, 1.29], [0.42, -0.68, -0.26], [-0.91, 0.52, 0.10], [0.46, -0.15, 0.38], [-0.26, -0.34, -0.22], [0.39, 0.12, 0.12], [1.76, -0.55, -0.43], [-0.81, -0.06, -0.58], [-0.05, -0.21, -0.19], [-1.36, 0.97, 0.89], [-0.10, -0.24, 0.04], [0.42, 0.17, -0.18], [-0.76, -0.42, 0.22], [0.39, -0.49, 0.61], [-0.52, -0.22, -0.20], [0.78, 0.13, -0.40], [-0.40, -0.89, -0.93], [0.03, -0.07, 0.78], [0.40, 0.74, 0.30], [0.43, 0.20, 0.22], [0.00, 0.46, -0.20], [-0.18, 0.20, 0.08], [-0.02, -0.22, 0.57], [0.01, -0.46, -1.46], [-0.15, 0.60, 1.46], [-0.56, -1.15, -0.83], [-0.02, -0.35, -0.53], [0.19, 0.02, 0.04], [0.10, 0.19, -0.17], [0.31, 0.03, 0.06], [0.10, 0.02, -0.10], [-0.04, -0.05, -0.18], [0.07, -0.18, 0.08], [0.09, 0.00, 0.11], [-0.03, -0.08, -0.08], [0.23, 0.17, 0.03], [-0.05, 0.19, -0.33], [-0.31, 0.40, -0.37], [-0.02, -0.05, 0.09], [0.14, -0.05, -0.38], [-0.13, 0.15, 0.20], [-0.15, -0.06, 0.23], [0.06, 0.38, 0.04], [-0.16, 0.30, -0.09], [0.14, -0.21, -0.05], [-0.06, -0.25, 0.08], [-0.06, -0.02, -0.11], [0.02, -0.27, 0.05], [-0.05, 0.07, -0.23], [-0.16, 0.36, 0.54], [-0.07, -0.25, -0.01], [-0.06, -0.10, 0.42], [0.07, 0.05, -0.42], [0.24, -0.22, -0.58], [-0.09, 0.12, 0.39], [-0.07, 0.19, 0.03], [0.14, 0.05, -0.56], [-0.07, -0.06, 0.42], [0.04, 0.05, -0.01], [-0.07, 0.05, 0.06], [-0.02, -0.02, 0.00], [0.01, -0.07, -0.03], [-0.22, -0.07, 0.16], [0.39, 0.13, -0.28], [0.11, 0.07, 0.19], [0.52, 0.27, 0.14], [-0.46, -0.24, -0.05], [-0.56, -0.08, 0.34], [0.35, 0.12, -0.23], [0.04, -0.14, -0.18], [-0.45, -0.28, 0.01], [0.32, 0.20, -0.01], [-0.01, 0.03, -0.08], [0.08, -0.07, -0.02], [0.00, 0.01, 0.00], [-0.02, 0.02, 0.04], [0.13, 0.28, -0.02], [-0.19, -0.51, 0.04], [0.15, 0.09, -0.14], [-0.02, -0.53, -0.15], [0.05, 0.52, 0.10], [0.21, 0.44, -0.06], [-0.06, -0.24, 0.06], [-0.10, 0.00, 0.14], [-0.04, 0.42, 0.19], [0.00, -0.35, -0.12], [-0.03, -0.01, 0.01], [-0.15, -0.08, 0.11], [-0.04, 0.00, -0.03], [0.03, 0.02, -0.03], [-0.19, -0.19, 0.01], [0.40, 0.33, 0.06], [-0.24, 0.06, 0.00], [0.08, 0.51, 0.10], [-0.07, -0.39, -0.08], [-0.41, -0.47, -0.07], [0.11, 0.30, 0.16], [0.27, 0.03, 0.04], [-0.08, -0.60, -0.15], [0.57, 0.31, -0.75], [0.03, 0.00, -0.01], [0.07, 0.01, 0.00], [-0.06, 0.01, -0.01], [-0.13, -0.07, 0.18], [-0.24, 0.16, 0.49], [0.40, -0.20, -0.32], [-0.18, 0.15, -0.08], [0.16, 0.00, -0.50], [-0.15, 0.02, 0.38], [-0.37, 0.20, 0.38], [0.23, -0.10, -0.21], [0.15, -0.13, 0.06], [-0.15, 0.01, 0.49], [0.14, -0.03, -0.38], [0.02, -0.03, 0.01], [0.05, -0.05, 0.00], [-0.02, 0.01, -0.01], [-0.06, 0.03, 0.00], [-0.11, -0.08, -0.08], [0.30, -0.40, -0.19], [-0.01, 0.18, -0.06], [0.31, -0.09, -0.39], [-0.24, 0.10, 0.29], [-0.33, 0.41, 0.25], [0.20, -0.23, -0.12], [0.06, -0.23, 0.06], [-0.38, 0.23, 0.45], [0.25, -0.26, -0.40], [0.00, -0.02, 0.01], [0.00, -0.05, 0.01], [-0.02, 0.02, 0.00], [0.10, 0.22, 0.13], [-0.37, 0.50, 0.75], [-0.18, -0.47, 0.06], [0.17, 0.04, -0.16], [0.01, -0.51, -0.17], [0.00, 0.38, 0.12], [0.22, 0.55, -0.02], [-0.12, -0.30, 0.04], [-0.15, -0.09, 0.12], [0.02, 0.47, 0.14], [-0.01, -0.55, -0.09], [-0.02, 0.00, 0.01], [-0.05, -0.02, 0.03], [0.02, 0.01, -0.03], [0.02, 0.22, -0.17], [-0.20, 0.14, 0.03], [0.32, -0.29, -0.19], [-0.13, -0.02, 0.24], [0.29, -0.42, 0.11], [-0.24, 0.32, -0.05], [-0.39, 0.36, 0.18], [0.21, -0.21, -0.12], [0.07, 0.02, -0.19], [-0.29, 0.40, -0.10], [0.25, -0.31, 0.06], [0.06, 0.02, -0.04], [0.04, -0.01, -0.05], [0.00, 0.00, 0.03], [-0.03, 0.01, 0.05], [0.22, 0.12, 0.05], [-0.31, -0.44, -0.22], [0.13, 0.16, -0.14], [-0.09, -0.18, -0.47], [0.09, 0.17, 0.35], [0.30, 0.40, 0.31], [-0.16, -0.24, -0.17], [-0.14, -0.16, 0.10], [0.13, 0.24, 0.48], [-0.12, -0.19, -0.39], [-0.02, -0.02, 0.01], [-0.04, -0.04, 0.01], [0.02, 0.02, -0.01], [0.03, 0.08, 0.00]], "mulliken_charge": [-0.783, -0.387, -0.401, 0.260, -0.650, -0.106, -0.598, 0.761, 0.898, -1.671, -1.340, 1.285, -1.548, -0.398, -0.551, -1.515, 0.560, -0.826, 0.194, -0.684, -0.632, 0.514, -1.655, -0.048, -0.553, 0.264, 0.238, 0.413, 0.414, 0.294, 0.541, 0.826, 0.587, 0.463, 0.549, 0.513, -0.113, 0.481, 0.369, 0.499, 0.771, 0.181, 0.374, 0.299, 0.224, 0.475, 0.011, 0.230, 0.300, 0.600, -0.593, 0.956, -0.752, 0.132, -0.577, 0.820, -0.709, -1.106, 0.338, -0.623, 0.937, 0.363, 0.483, 0.333, -0.687, 0.953, -0.874, 0.173, -0.715, 1.040, -0.708, -0.993, 0.306, -0.607, 0.685, 0.370, 0.522, 0.347, -0.632, 0.922, -1.006, 0.347, -0.528, 1.103, -0.582, -0.950, 0.257, -0.557, 0.428, 0.283, 0.696, 0.352, -0.743, 0.911, -1.139, 0.400, -0.600, 1.134, -0.602, -0.827, 0.442, -0.610, 0.466, 0.342, 0.508, 0.423, -0.564, 1.077, -0.905, 0.417, -0.575, 0.835, -0.612, -0.862, 0.130, -0.594, 0.479, 0.348, 0.430, 0.341, -0.511, 0.863, -1.124, 0.291, -0.573, 0.981, -0.627, -0.734, 0.364, -0.347, 0.458, 0.356, 0.477, 0.187, -0.409, 0.796, -1.183, 0.395, -0.566, 1.013, -0.614, -0.847, 0.429, -0.574, 0.443, 0.354, 0.441, 0.287, -0.522, 1.076, -0.751, 0.242, -0.580, 0.860, -0.619, -0.913, 0.201, -0.601, 0.590, 0.354, 0.429, 0.357, -0.568, 0.809, -0.988, 0.411, -0.567, 1.009, -0.610, -0.980, 0.340, -0.543, 0.445, 0.355, 0.483, 0.328]}